1.
Entry from the Open Molecules 2025 dataset: C27H35As2IrN3O3S as an isolated structure (ωB97M-V/def2-TZVPD).

CARTESIAN COORDINATES (ANGSTROEM)
Ir  0.0969  -1.0004  0.0952
O  -1.8588  -2.6836  -3.7798
C  -2.4082  -1.5064  -4.1410
C  -3.2682  -1.5230  -5.2363
C  -3.8649  -0.3570  -5.6624
C  -3.6232  0.8584  -5.0125
C  -2.7801  0.8860  -3.9322
C  -2.1570  -0.2913  -3.4675
C  -1.3050  -0.2442  -2.2959
O  -0.7782  -1.3340  -1.8514
N  -1.0790  0.9563  -1.7274
N  -0.3493  0.9125  -0.6147
C  0.0079  2.0895  -0.1709
C  0.8859  2.3992  0.9294
C  1.5934  3.6037  0.8258
C  2.6212  3.9093  1.6838
C  2.9737  2.9935  2.6807
C  2.2087  1.8786  2.8338
N  1.1469  1.6045  2.0182
H  -1.2531  -2.5191  -3.0369
H  -3.4435  -2.4654  -5.7367
H  -4.5289  -0.3850  -6.5165
H  -4.0976  1.7650  -5.3596
H  -2.5815  1.8111  -3.4115
H  -0.3055  2.9334  -0.7744
H  1.3392  4.2657  0.0096
H  3.1663  4.8373  1.5742
H  3.8018  3.1697  3.3508
H  2.3843  1.1833  3.6364
C  1.2608  -4.0689  2.0877
As  0.3914  -3.3612  0.5119
C  -1.1946  -4.4451  0.3586
C  1.4994  -3.9299  -0.9680
C  1.5408  -5.2421  -1.4205
C  2.3113  -5.5664  -2.5302
C  3.0408  -4.5860  -3.1868
C  3.0161  -3.2743  -2.7309
C  2.2448  -2.9526  -1.6229
As  2.2110  -1.1912  -0.8540
C  2.6062  0.0931  -2.2302
C  3.7341  -1.1600  0.3340
H  1.4366  -5.1344  1.9488
H  0.6206  -3.9217  2.9565
H  2.2130  -3.5675  2.2483
H  -0.9264  -5.4921  0.4906
H  -1.6313  -4.2928  -0.6260
H  -1.9058  -4.1432  1.1235
H  0.9684  -6.0181  -0.9270
H  2.3355  -6.5872  -2.8870
H  3.6307  -4.8418  -4.0565
H  3.5930  -2.5171  -3.2481
H  3.6288  -0.0424  -2.5790
H  2.4957  1.0931  -1.8145
H  1.9104  -0.0383  -3.0570
H  4.6270  -1.4492  -0.2191
H  3.5663  -1.8698  1.1414
H  3.8674  -0.1599  0.7449
C  0.5488  -0.3115  3.6044
C  0.1154  0.6605  2.5444
O  -1.0153  0.8389  2.2153
H  0.6860  0.2126  4.5527
H  1.4653  -0.8412  3.3493
H  -0.2679  -1.0171  3.7296
C  -3.7962  -2.4195  -0.6811
S  -2.8086  -1.3039  0.3298
C  -3.9121  -1.0436  1.7290
H  -4.0331  -3.3378  -0.1458
H  -3.2301  -2.6596  -1.5793
H  -4.7124  -1.9075  -0.9687
H  -4.8673  -0.6732  1.3616
H  -3.4615  -0.2886  2.3676
H  -4.0659  -1.9631  2.2910

Its max |F| is 0.0248 hartree/bohr. As for the spin multiplicity: 2. The expectation value of S² is 0.754. The total charge is +2. The frontier orbital gap (spin up / spin down) is 5.64 / 5.60 eV. The molecular weight comes out at 823.72 g mol⁻¹. For the calculated total energy, the calculation gives -6413.3735 a.u.



2.
Entry from the Open Molecules 2025 dataset: an isolated ion of composition C8H12FO2 and charge -1 (ωB97M-V/def2-TZVPD).

CARTESIAN COORDINATES (ANGSTROEM)
C  -0.2956  -1.3000  -1.5351
C  0.4321  -0.1299  -0.7635
C  0.2998  1.1028  -1.5807
C  0.4420  -0.1598  0.7741
C  -0.4072  -1.0841  1.6424
C  0.6023  1.1737  1.6065
C  1.6464  -0.5376  -0.0326
F  1.8531  -2.0606  -0.1884
C  3.0562  0.3459  -0.0297
O  4.0641  -0.2681  0.2708
O  2.8330  1.5310  -0.2637
H  -0.4096  -2.2485  -0.9284
H  0.3169  -1.5859  -2.4213
H  -1.2766  -1.2660  -1.9336
H  -0.7439  1.3825  -1.7010
H  0.6800  1.0126  -2.6310
H  0.9164  1.7648  -1.1896
H  0.3560  -1.1104  2.4477
H  -0.8507  -1.9605  1.1539
H  -1.3000  -0.5200  1.8794
H  1.2390  1.8914  1.1524
H  1.2352  1.0014  2.4884
H  -0.4453  1.6451  1.7595

Its max |F| is 0.0934 hartree/bohr. The total charge is -1. The frontier orbital gap is 8.06 eV. The molecular weight comes out at 159.18 g mol⁻¹. For the calculated total energy, the calculation gives -562.3556 a.u.



3.
Entry from the Open Molecules 2025 dataset: a 13-piece molecular cluster, C21H44Cl27N2OP2 overall (ωB97M-V/def2-TZVPD).

CARTESIAN COORDINATES (ANGSTROEM)
C  0.2513  0.3536  0.5915
C  -0.9104  -0.4879  -0.0616
N  -1.7420  -1.0551  0.7722
C  -1.2410  -0.6898  -1.5716
P  -0.0704  0.1652  -2.7939
C  -0.7225  -0.3707  -4.4695
C  -0.4049  0.5084  -5.7296
C  -0.0642  -0.5110  -6.9394
Cl  0.9527  1.6894  -5.6429
C  1.6186  -0.6390  -2.4873
Cl  2.9343  -0.0860  -3.6095
C  1.5000  -2.2534  -2.5842
C  2.3102  -2.8858  -3.7886
Cl  2.2615  -2.9617  -1.0486
P  -0.1543  2.2998  -2.3567
N  -1.0442  3.1938  -3.6087
O  -1.1267  2.6185  -0.9625
H  1.0091  0.7805  -0.1166
H  0.6946  -0.2363  1.4423
H  -0.2515  1.2516  1.0752
H  -1.4418  -0.8522  1.7411
H  -2.2655  -0.2583  -1.8008
H  -1.3193  -1.7988  -1.7811
H  -0.4049  -1.4572  -4.6063
H  -1.8576  -0.4242  -4.3618
H  -1.3640  1.0256  -6.0490
H  0.6096  -1.3012  -6.4847
H  0.5519  0.0689  -7.6775
H  -0.9937  -0.9752  -7.3663
H  2.0091  -0.4531  -1.4370
H  0.4310  -2.5875  -2.6903
H  2.0800  -3.9993  -3.7638
H  1.9600  -2.5512  -4.8133
H  3.4321  -2.8225  -3.6712
H  -2.0488  2.9831  -3.5011
H  -0.8839  4.1783  -3.3457
H  -2.0428  2.4285  -1.2526
C  4.7299  -5.4649  -0.0515
Cl  5.5137  -6.4450  -1.2950
Cl  5.8884  -4.3931  0.7471
H  3.9560  -4.8603  -0.5174
H  4.2882  -6.1238  0.6916
C  -1.7183  1.4293  4.3475
Cl  -0.7968  0.0613  3.7061
Cl  -0.8867  2.9591  4.0407
H  -2.6931  1.4546  3.8664
H  -1.8391  1.3011  5.4182
C  -0.0266  -5.5977  0.1206
Cl  -1.4435  -5.4940  1.1729
Cl  1.2856  -6.4897  0.9005
H  -0.3039  -6.1068  -0.7963
H  0.3171  -4.5916  -0.1100
C  -4.8480  -5.8182  -0.5717
Cl  -5.0543  -6.7912  -2.0330
Cl  -4.4914  -4.1324  -0.9679
H  -5.7655  -5.8565  0.0104
H  -4.0238  -6.2248  0.0095
C  -1.2079  5.9919  0.5896
Cl  -0.5426  6.0613  -1.0501
Cl  -0.9300  7.5017  1.4570
H  -2.2758  5.8142  0.5280
H  -0.7279  5.1793  1.1306
C  -2.6650  -2.0620  6.3148
Cl  -3.4919  -0.5156  6.0823
Cl  -3.7461  -3.4219  5.9955
H  -1.8198  -2.1150  5.6324
H  -2.3150  -2.1228  7.3424
C  -4.9299  5.9351  2.5643
Cl  -4.0525  4.5439  1.9114
Cl  -4.0726  7.4569  2.2719
H  -5.9072  5.9855  2.0905
H  -5.0472  5.8000  3.6368
C  -0.3328  -5.8687  -4.4080
Cl  -1.0129  -5.3413  -2.8667
Cl  -0.3499  -4.5529  -5.5840
H  0.6945  -6.1892  -4.2495
H  -0.9226  -6.6972  -4.7925
C  2.5066  3.9201  1.4349
Cl  1.6319  3.4992  -0.0459
Cl  1.7481  5.2824  2.2584
H  2.5072  3.0605  2.1025
H  3.5253  4.1868  1.1767
C  -2.3262  4.6055  7.3734
Cl  -3.4329  4.7704  6.0055
Cl  -2.3132  2.9482  7.9890
H  -1.3226  4.8686  7.0479
H  -2.6452  5.2753  8.1681
C  6.1539  5.5731  2.3317
Cl  6.0509  4.3366  1.0707
Cl  4.5565  6.0013  2.9686
H  6.7662  5.1919  3.1452
H  6.6142  6.4635  1.9106
C  4.3604  -1.2932  1.6293
Cl  3.9708  -1.5665  3.3299
Cl  3.3984  0.0321  0.9574
H  5.4149  -1.0423  1.5438
H  4.1502  -2.2005  1.0688

Its max |F| is 0.0786 hartree/bohr. The total charge is +1. The frontier orbital gap is 8.94 eV. The molecular weight comes out at 1359.78 g mol⁻¹. For the calculated total energy, the calculation gives -14118.8889 a.u.



What is the formula in the third record? C21H44Cl27N2OP2



What is the calculated total energy in the second record? -562.3556 a.u.



What is the formula in the second record? C8H12FO2